(1)
The following is a DFT calculation (ωB97M-V/def2-TZVPD) of a single C4H8N2O molecule.

## Properties
- Electronic energy: -341.86128 Ha
- Max |F|: 1.72 eV Å⁻¹
- Structure (SMILES): C/C(N)=C\N=C/O
- Net charge: 0
- HOMO-LUMO gap: 7.90 eV

The geometry in XYZ format:
```
15
Properties=species:S:1:pos:R:3:lowdin_charge:R:1
C 0.36 -0.44 1.47 -0.06
C 0.54 -0.07 0.02 -0.41
N 1.45 0.96 -0.20 0.11
C -1.73 -0.18 -0.48 -0.24
C 0.18 -0.90 -1.07 -0.16
O -1.77 1.14 -0.88 -0.01
N -1.12 -1.19 -1.13 0.05
H -0.89 1.55 -0.82 0.08
H 1.81 1.07 -1.14 0.10
H 2.01 1.30 0.57 0.09
H -2.68 -0.42 0.00 0.12
H 0.86 -1.20 -1.86 0.11
H -0.35 -1.26 1.57 0.08
H 1.33 -0.74 1.89 0.08
H -0.01 0.40 2.06 0.08
```

(2)
The following is a DFT calculation (ωB97M-V/def2-TZVPD) of a molecular structure, C4H8N2O.

## Properties
- Electronic energy: -341.82636 Ha
- Max |F|: 2.12 eV Å⁻¹
- Net charge: 0
- HOMO-LUMO gap: 8.60 eV

The geometry in XYZ format:
```
15
Properties=species:S:1:pos:R:3:lowdin_charge:R:1
C -0.40 -1.47 1.11 -0.09
C -0.51 -1.24 -0.35 -0.19
O -1.53 -0.26 -0.64 0.00
C -0.75 0.84 -0.64 -0.50
N -1.03 2.06 -0.48 0.18
C 0.63 0.31 -0.79 -0.21
N 1.61 0.73 0.10 0.08
H -0.18 -0.53 1.63 0.07
H 0.38 -2.20 1.35 0.08
H -1.34 -1.86 1.52 0.09
H 0.36 -1.24 -1.02 0.09
H -2.03 2.17 -0.34 0.07
H 0.96 0.30 -1.85 0.16
H 2.53 0.90 -0.28 0.09
H 1.30 1.50 0.68 0.09
```

(3)
The following is a DFT calculation (ωB97M-V/def2-TZVPD) of a single C4H8N2O molecule.

## Properties
- Electronic energy: -341.89552 Ha
- Max |F|: 2.14 eV Å⁻¹
- Structure (SMILES): [H]/N=C\C(COC)=N/[H]
- Net charge: 0
- HOMO-LUMO gap: 10.14 eV

The geometry in XYZ format:
```
15
Properties=species:S:1:pos:R:3:lowdin_charge:R:1
C 0.54 1.11 0.00 -0.14
C 1.40 -0.91 1.09 -0.10
C -0.90 0.70 -0.14 -0.34
C -1.12 -0.62 -0.87 -0.19
O 1.42 -0.07 -0.05 -0.22
N -1.89 1.35 0.37 0.15
N -0.62 -0.90 -2.03 0.12
H -2.78 0.92 0.13 0.05
H 0.15 -0.27 -2.27 0.05
H 0.81 1.74 -0.85 0.13
H 0.70 1.66 0.94 0.13
H -1.93 -1.23 -0.45 0.11
H 2.43 -1.11 1.39 0.09
H 0.94 -1.87 0.81 0.08
H 0.86 -0.48 1.94 0.09
```

(4)
The following is a DFT calculation (ωB97M-V/def2-TZVPD) of a single C4H8N2O molecule.

## Properties
- Electronic energy: -341.96109 Ha
- Max |F|: 0.48 eV Å⁻¹
- Structure (SMILES): [H]/N=C(\NC)C(C)=O
- Net charge: 0
- HOMO-LUMO gap: 9.90 eV

The geometry in XYZ format:
```
15
Properties=species:S:1:pos:R:3:lowdin_charge:R:1
C -2.41 0.04 0.03 -0.09
N -1.17 -0.40 -0.58 -0.02
C 0.03 -0.31 0.06 -0.41
N 0.29 -0.32 1.31 0.15
C 1.19 -0.15 -0.92 -0.37
O 1.01 -0.41 -2.09 0.08
C 2.49 0.38 -0.38 -0.02
H -3.00 0.58 -0.72 0.08
H -2.19 0.73 0.85 0.08
H -3.01 -0.79 0.42 0.08
H -1.10 -0.42 -1.58 0.12
H -0.55 -0.48 1.86 0.05
H 2.90 -0.30 0.37 0.09
H 3.18 0.53 -1.20 0.08
H 2.30 1.33 0.14 0.09
```

(5)
The following is a DFT calculation (ωB97M-V/def2-TZVPD) of a molecular structure, C4H8N2O.

## Properties
- Electronic energy: -341.93478 Ha
- Max |F|: 3.86 eV Å⁻¹
- Net charge: 0
- HOMO-LUMO gap: 9.57 eV

The geometry in XYZ format:
```
15
Properties=species:S:1:pos:R:3:lowdin_charge:R:1
H 1.42 -1.84 -1.02 -0.01
O 2.15 -2.71 -0.91 -0.23
N 0.36 -1.02 -0.74 0.01
H 2.94 -2.21 -0.71 -0.02
C 0.10 -0.58 0.54 -0.06
C -0.06 -0.08 -1.56 -0.13
C -0.52 0.64 0.53 -0.29
N -0.68 0.90 -0.84 0.10
H -1.07 1.74 -1.23 0.15
H -0.16 -0.22 -2.63 0.13
H 0.30 -1.35 1.28 0.13
C -1.11 1.51 1.51 -0.05
H -1.07 2.59 1.53 0.08
H -2.12 1.27 1.82 0.08
H -0.48 1.35 2.43 0.10
```

(6)
The following is a DFT calculation (ωB97M-V/def2-TZVPD) of 2 unconnected molecules or ions with the total composition C4H8N2O.

## Properties
- Electronic energy: -341.81900 Ha
- Max |F|: 0.55 eV Å⁻¹
- Net charge: 0
- HOMO-LUMO gap: 8.66 eV

The geometry in XYZ format:
```
15
Properties=species:S:1:pos:R:3:lowdin_charge:R:1
N -1.51 0.40 -1.68 0.08
C -1.76 0.57 -0.43 -0.70
O -2.74 0.62 0.36 -0.01
C -0.59 0.76 0.49 0.03
N 0.19 -0.21 0.83 -0.05
C 1.49 -0.56 1.29 -0.04
C 0.74 -1.40 0.29 -0.04
H -2.39 0.31 -2.20 0.04
H 0.60 1.07 -1.70 0.03
H 1.26 1.26 -1.40 0.05
H -0.47 1.70 1.03 0.15
H 2.31 0.07 0.93 0.12
H 1.58 -0.91 2.31 0.12
H 1.01 -1.36 -0.76 0.12
H 0.28 -2.32 0.64 0.12
```

(7)
The following is a DFT calculation (ωB97M-V/def2-TZVPD) of 2 unconnected molecules or ions with the total composition C4H8N2O.

## Properties
- Electronic energy: -341.74311 Ha
- Max |F|: 1.74 eV Å⁻¹
- Net charge: 0
- HOMO-LUMO gap (alpha / beta): 8.43 / 8.99 eV

The geometry in XYZ format:
```
15
Properties=species:S:1:pos:R:3:lowdin_charge:R:1
N 1.33 1.17 -1.49 0.05
C 0.38 0.92 -0.42 -0.38
C -0.88 0.11 -0.81 -0.18
C -1.15 -0.55 0.54 0.02
O 0.13 -1.97 1.76 -0.22
C 0.85 -0.09 0.59 -0.23
N 1.66 -0.76 1.16 0.20
H 0.92 1.85 -2.14 0.08
H 2.17 1.61 -1.11 0.08
H 0.06 1.82 0.15 0.15
H -0.57 -0.63 -1.55 0.12
H -1.72 0.69 -1.22 0.12
H -1.69 -1.49 0.53 0.08
H -1.44 0.12 1.35 0.09
H 0.05 -2.76 2.36 0.02
```

(8)
The following is a DFT calculation (ωB97M-V/def2-TZVPD) of 2 unconnected molecules or ions with the total composition C4H8N2O.

## Properties
- Electronic energy: -341.92446 Ha
- Max |F|: 0.79 eV Å⁻¹
- Structure (SMILES): CN1CC1.N=C=O
- Net charge: 0
- HOMO-LUMO gap: 10.86 eV

The geometry in XYZ format:
```
15
Properties=species:S:1:pos:R:3:lowdin_charge:R:1
N 1.61 -0.04 -1.97 0.17
C 1.87 -1.19 -1.69 -0.42
O 2.20 -2.31 -1.50 0.13
C 0.64 0.31 1.21 -0.09
N -0.25 0.61 0.10 -0.22
C -1.62 0.92 0.44 -0.14
C -1.28 -0.37 -0.20 -0.15
H 1.58 -0.09 0.82 0.07
H 0.94 0.52 -1.43 0.05
H 0.22 -0.42 1.91 0.09
H 0.86 1.24 1.76 0.09
H -1.88 0.90 1.50 0.11
H -2.09 1.72 -0.13 0.10
H -1.31 -1.27 0.42 0.11
H -1.49 -0.53 -1.25 0.10
```